[1]
DFT (ωB97M-V with the def2-TZVPD basis set) results for a molecular structure, C22H29N4Pb.

Last column: natural (NBO) charge in e.
Positions of all 56 atoms, in Å:
Pb (0.58939, 0.69948, 0.77482)  1.113
N (0.89849, -0.54692, 2.82652)  -0.883
C (-0.22971, -1.36502, 3.16762)  0.205
C (-0.84191, -1.15412, 4.39432)  -0.264
C (-1.88421, -1.95702, 4.81772)  -0.193
C (-2.30741, -2.99092, 4.00252)  -0.213
C (-1.73581, -3.16582, 2.75712)  -0.173
C (-0.69871, -2.35342, 2.29282)  -0.112
C (-0.22561, -2.54692, 0.90362)  -0.020
C (-0.17131, -3.85032, 0.40452)  -0.228
C (0.08979, -4.09682, -0.92898)  -0.209
C (0.30749, -3.03292, -1.78518)  -0.197
C (0.30409, -1.74532, -1.28108)  -0.249
C (0.04019, -1.45592, 0.05552)  -0.427
H (1.19759, 0.00368, 3.62682)  0.403
H (1.67629, -1.12522, 2.51502)  0.429
H (-0.49151, -0.35032, 5.02832)  0.209
H (-2.35381, -1.77932, 5.77272)  0.224
H (-3.09231, -3.65222, 4.33332)  0.222
H (-2.11931, -3.94112, 2.11292)  0.221
H (-0.30371, -4.68392, 1.07872)  0.216
H (0.11499, -5.11302, -1.29688)  0.220
H (0.50799, -3.19792, -2.83258)  0.214
H (0.52359, -0.92512, -1.95258)  0.190
N (-3.09931, 3.32518, -3.07248)  -0.495
C (-1.86661, 4.10898, -2.77948)  -0.250
C (-0.96261, 3.25608, -1.87398)  -0.251
N (-1.61601, 2.85168, -0.65648)  -0.602
C (-2.84541, 2.14948, -0.92208)  -0.249
C (-3.80011, 2.96698, -1.80688)  -0.248
H (-2.82791, 2.45968, -3.56148)  0.436
H (-3.72691, 3.85588, -3.68808)  0.444
H (-2.15981, 5.03288, -2.27518)  0.225
H (-1.35261, 4.35478, -3.70878)  0.241
H (-0.05281, 3.80958, -1.63928)  0.253
H (-0.66721, 2.34998, -2.41448)  0.205
H (-1.74601, 3.62588, -0.01668)  0.376
H (-3.34361, 1.91328, 0.01722)  0.247
H (-2.59591, 1.20668, -1.41868)  0.210
H (-4.07961, 3.89568, -1.30568)  0.224
H (-4.70271, 2.40338, -2.03738)  0.240
C (3.45829, -1.75102, 1.31662)  -0.648
C (3.60209, -0.73662, 0.22972)  0.105
C (4.66919, -0.62542, -0.62518)  -0.312
C (4.38269, 0.43618, -1.50108)  -0.304
C (3.15679, 0.92408, -1.13138)  0.090
C (2.36119, 2.00078, -1.79128)  -0.637
N (2.66749, 0.22048, -0.06198)  -0.667
H (4.20359, -2.52992, 1.16642)  0.244
H (2.47939, -2.23412, 1.28112)  0.203
H (3.64289, -1.31062, 2.30222)  0.194
H (5.54689, -1.24282, -0.60598)  0.214
H (4.99639, 0.79748, -2.30368)  0.211
H (2.96109, 2.47308, -2.56358)  0.235
H (2.05049, 2.76068, -1.07258)  0.194
H (1.47199, 1.57838, -2.26708)  0.175

Properties
spin multiplicity	1
charge	+1
highest occupied orbital energy	-8.786	eV
molar mass	556.70	g mol⁻¹

=====

[2]
DFT (ωB97M-V with the def2-TZVPD basis set) results for C22H29N5O5 in the gas phase.

Last column: natural (NBO) charge in e.
Positions of all 61 atoms, in Å:
C (-5.85328, -0.29155, 3.23663)  -0.265
O (-4.65953, -1.03208, 3.37070)  -0.538
C (-4.48251, -2.04029, 2.41206)  -0.070
C (-4.18638, -1.53113, 0.99101)  -0.261
N (-3.02352, -0.65708, 0.98623)  -0.459
C (-3.26619, 0.70324, 0.92227)  0.806
O (-4.38764, 1.15091, 0.77410)  -0.656
N (-2.17290, 1.53890, 1.00175)  -0.412
C (-0.92706, 1.01028, 1.12868)  0.386
C (-0.72242, -0.35926, 1.18491)  -0.117
C (-1.77893, -1.30068, 1.10365)  0.647
O (-1.69268, -2.51846, 1.09656)  -0.642
N (0.65331, -0.51012, 1.28902)  -0.347
C (1.17120, 0.74108, 1.27095)  0.600
N (0.23841, 1.68989, 1.18149)  -0.576
N (2.49674, 0.96026, 1.33627)  -0.427
C (3.00170, 2.28685, 1.05810)  -0.190
H (4.08462, 2.25477, 1.18234)  0.203
H (2.58107, 2.98122, 1.79081)  0.216
C (2.63504, 2.77677, -0.35855)  -0.443
C (2.79401, 1.67321, -1.36443)  -0.021
C (4.04205, 1.26836, -1.80988)  -0.233
C (4.15026, 0.20295, -2.68115)  -0.236
C (3.03527, -0.50325, -3.12559)  0.238
C (1.76346, -0.10411, -2.67120)  0.294
C (1.67475, 0.98283, -1.81060)  -0.314
H (0.70749, 1.30589, -1.46125)  0.228
O (0.66549, -0.81822, -3.08404)  -0.523
C (-0.60483, -0.44836, -2.60975)  -0.253
H (-1.29842, -1.15556, -3.06234)  0.203
H (-0.67246, -0.52998, -1.51962)  0.181
H (-0.87397, 0.56734, -2.91709)  0.176
O (3.33129, -1.54189, -3.95791)  -0.499
C (2.32182, -2.23129, -4.66092)  -0.240
H (1.70753, -1.55118, -5.25463)  0.180
H (2.85501, -2.91163, -5.32505)  0.188
H (1.67915, -2.80594, -3.99107)  0.185
H (5.11266, -0.12153, -3.04389)  0.226
H (4.93109, 1.78898, -1.48668)  0.210
H (1.59866, 3.11060, -0.34445)  0.236
H (3.27704, 3.62298, -0.60696)  0.218
C (3.39052, -0.18148, 1.38205)  -0.203
C (2.78417, -1.41017, 0.70335)  -0.413
C (1.42866, -1.71854, 1.33073)  -0.211
H (0.88805, -2.49755, 0.78863)  0.243
H (1.54792, -2.04767, 2.37047)  0.197
H (3.45537, -2.25975, 0.81838)  0.225
H (2.65927, -1.20530, -0.36110)  0.224
H (4.32164, 0.08764, 0.87995)  0.218
H (3.61869, -0.41700, 2.43127)  0.187
C (-2.34835, 2.97272, 0.94731)  -0.411
H (-3.41485, 3.18170, 0.99780)  0.248
H (-1.82529, 3.43016, 1.78572)  0.215
H (-1.93651, 3.36574, 0.01664)  0.202
H (-5.02751, -0.96634, 0.58905)  0.239
H (-3.96806, -2.39253, 0.35631)  0.229
H (-3.62756, -2.62405, 2.76141)  0.205
H (-5.36855, -2.69223, 2.36435)  0.164
H (-6.72048, -0.95881, 3.16143)  0.158
H (-5.93743, 0.30988, 4.14004)  0.190
H (-5.82607, 0.36985, 2.36572)  0.197

Properties
spin multiplicity	1
charge	0
SMILES	COCCn1c(=O)c2c(nc3n2CCCN3CCc2ccc(OC)c(OC)c2)n(C)c1=O
highest occupied orbital energy	-7.565	eV
molar mass	443.50	g mol⁻¹

=====

[3]
DFT (ωB97M-V with the def2-TZVPD basis set) results for a molecular structure, C22H29N5O5S.

Last column: natural (NBO) charge in e.
Positions of all 62 atoms, in Å:
C (-3.44016, 3.35846, -1.96840)  -0.618
C (-2.87737, 2.33919, -0.91835)  -0.360
H (-2.60228, 2.90386, 0.02415)  0.203
C (-1.52673, 1.74869, -1.43529)  -0.145
N (-1.19606, 0.57312, -0.81659)  -0.385
C (-1.73037, -0.47623, -1.01332)  0.673
O (-2.36759, -0.50973, -2.05713)  -0.681
C (-1.52115, -1.73351, -0.11150)  -0.429
C (-2.02914, -2.96347, -0.38747)  0.165
N (-2.61367, -3.39838, -1.55074)  -0.752
H (-2.57174, -2.65618, -2.08515)  0.404
H (-2.83319, -4.27370, -1.56765)  0.424
C (-2.13554, -3.80570, 0.64135)  -0.020
N (-1.54729, -3.20052, 2.00472)  -0.613
S (-1.07458, -1.70586, 1.53301)  0.839
C (-2.60648, -5.02979, 0.92626)  0.601
O (-3.20864, -5.67392, -0.16155)  -0.714
N (-2.46496, -5.67389, 2.08647)  -0.777
H (-1.95712, -5.38481, 2.90034)  0.410
H (-2.74609, -6.62697, 2.31688)  0.413
C (-0.10327, 0.76124, 0.34517)  0.111
C (-0.25427, 1.86861, 1.56566)  -0.153
C (0.76610, 1.87443, 2.47268)  -0.379
C (1.82788, 1.21043, 2.44967)  0.312
C (2.21978, -0.06544, 1.26036)  0.399
C (0.95123, -0.10582, 0.38509)  -0.433
H (0.92764, -0.72110, -0.56874)  0.227
O (3.22004, -0.72452, 1.43236)  -0.436
C (3.21752, -1.55497, 0.43257)  -0.284
H (2.35617, -2.38961, 0.50637)  0.198
H (3.41297, -1.37605, -0.57713)  0.207
H (4.26310, -2.21463, 0.54914)  0.188
O (2.89682, 1.13146, 3.22824)  -0.464
C (2.77890, 2.14379, 4.10130)  -0.254
H (3.74070, 2.03860, 4.71519)  0.179
H (2.86600, 3.06568, 3.99699)  0.181
H (2.07450, 1.80916, 4.77933)  0.177
H (0.47231, 2.75267, 3.31016)  0.250
H (-1.14194, 2.34910, 1.51757)  0.217
H (-1.54446, 1.54281, -2.30077)  0.216
C (-0.49519, 2.82317, -1.32728)  0.717
O (-0.37290, 4.10426, -0.70124)  -0.668
N (0.78504, 2.41552, -2.05750)  -0.616
H (0.67421, 1.47077, -2.51740)  0.366
C (2.16423, 3.06174, -2.11660)  -0.114
H (1.71272, 3.86952, -1.62789)  0.271
C (3.02500, 2.24381, -1.40927)  -0.393
C (4.17506, 2.29587, -2.37007)  -0.379
C (3.82112, 2.20892, -3.69903)  -0.400
H (3.48862, 1.40675, -3.88341)  0.176
H (4.43579, 2.58459, -4.48132)  0.220
C (2.54856, 3.16504, -3.54268)  -0.349
H (2.79484, 4.03950, -3.67834)  0.185
H (1.56776, 3.00812, -4.23324)  0.211
H (4.71063, 3.28094, -2.12834)  0.194
H (5.00352, 1.59576, -1.94090)  0.197
H (2.87272, 1.21847, -1.34811)  0.211
H (3.38978, 2.75854, -0.36641)  0.223
H (-3.47030, 1.64683, -0.59417)  0.202
H (-3.82552, 2.81202, -2.71383)  0.211
H (-4.32476, 3.73693, -1.78920)  0.215
H (-2.74069, 4.15081, -2.22165)  0.226

Properties
spin multiplicity	1
charge	0
highest occupied orbital energy	-7.567	eV
molar mass	475.57	g mol⁻¹